Formula: C4H13N3
Source: the OMol25 dataset
Level of theory: ωB97M-V/def2-TZVPD

## Properties
**HOMO**: -0.3064 Eh
**SMILES string**: CN(N)CCCN
**Orbital gap**: 9.372 eV
**E_tot**: -324.3956 Eh
**Relative energy (zero: lowest compared OMol25 entry of this formula, charge and spin)**: 49.8 kcal per mole

Each line ends with the natural charge from an NBO analysis.
CARTESIAN COORDINATES (ANGSTROEM)
1 C -0.57974 0.29231 1.76019  -0.46
2 N 0.91473 0.25345 1.19189  -0.30
3 N 1.56437 -0.94166 1.54170  -0.68
4 C 1.07782 0.64912 -0.18542  -0.22
5 C 0.49835 -0.30352 -1.27683  -0.43
6 C -1.00775 -0.49907 -1.20153  -0.23
7 N -1.71517 0.66757 -1.69752  -0.84
8 H -0.48538 0.97219 2.60931  0.20
9 H -0.79065 -0.69934 2.15877  0.22
10 H -1.36925 0.77465 1.18163  0.19
11 H 2.46365 -0.73209 1.98231  0.35
12 H 1.70402 -1.59544 0.77405  0.33
13 H 2.15258 0.74779 -0.38972  0.20
14 H 0.62099 1.63525 -0.28978  0.19
15 H 0.98036 -1.28013 -1.18773  0.19
16 H 0.76097 0.12415 -2.24535  0.22
17 H -1.29975 -1.35488 -1.81311  0.19
18 H -1.25088 -0.69989 -0.11013  0.17
19 H -2.71399 0.51379 -1.68429  0.36
20 H -1.52528 1.47576 -1.11843  0.35



Formula: C4H13N3
Source: the OMol25 dataset
Level of theory: ωB97M-V/def2-TZVPD

## Properties
**HOMO**: -0.3204 Eh
**SMILES string**: NCCNCCN
**Orbital gap**: 9.846 eV
**E_tot**: -324.3798 Eh
**Relative energy (zero: lowest compared OMol25 entry of this formula, charge and spin)**: 59.7 kcal per mole

Each line ends with the natural charge from an NBO analysis.
CARTESIAN COORDINATES (ANGSTROEM)
1 N -2.12064 -0.41307 -1.49770  -0.86
2 C -1.86240 -1.50331 -0.47965  -0.21
3 C -0.43585 -1.36210 0.15580  -0.24
4 N 0.11625 -0.15845 0.77824  -0.65
5 C 1.60162 0.10504 0.70785  -0.23
6 C 1.68448 1.64081 0.90345  -0.23
7 N 1.45918 2.33638 -0.40345  -0.88
8 H -3.07024 -0.49932 -1.94771  0.35
9 H -2.19655 0.52106 -1.16505  0.36
10 H -2.01719 -2.53359 -0.97537  0.21
11 H -2.69388 -1.37822 0.31442  0.16
12 H -0.39863 -2.27062 0.75918  0.17
13 H 0.20784 -1.78807 -0.64936  0.19
14 H -0.14470 -0.13175 1.72002  0.35
15 H 2.10364 -0.68807 1.31792  0.18
16 H 1.86496 -0.03830 -0.27420  0.19
17 H 0.72663 1.82159 1.39809  0.22
18 H 2.68520 1.81515 1.25021  0.20
19 H 2.07224 2.04604 -1.22373  0.36
20 H 0.41805 2.47880 -0.68898  0.38



Formula: C4H13N3
Source: the OMol25 dataset
Level of theory: ωB97M-V/def2-TZVPD

## Properties
**HOMO (spin up / spin down)**: -0.2865 / -0.2779 Eh
**Orbital gap (spin up / spin down)**: 8.372 / 7.286 eV
**E_tot**: -324.2789 Eh
**Relative energy (zero: lowest compared OMol25 entry of this formula, charge and spin)**: 123.0 kcal per mole

Each line ends with the natural charge from an NBO analysis.
CARTESIAN COORDINATES (ANGSTROEM)
1 C -0.87199 0.58399 -1.11435  -0.29
2 C 0.50067 -1.05445 1.21044  -0.47
3 C 0.73449 0.94507 -1.51583  -0.23
4 C -0.32432 -2.23730 0.76491  -0.64
5 N -1.16315 0.60978 0.24309  -0.18
6 N -1.07964 1.82801 0.77161  -0.59
7 N 1.67797 0.27097 -0.74237  -0.71
8 H -1.11439 1.85104 1.77902  0.38
9 H -0.52022 2.55090 0.32648  0.35
10 H 0.99281 -0.35914 0.16409  0.29
11 H 2.14371 0.92117 -0.11234  0.34
12 H -1.07938 -0.41252 -1.49520  0.21
13 H -1.41907 1.34034 -1.68472  0.20
14 H 0.06448 -0.49178 2.03002  0.19
15 H 1.52628 -1.34350 1.46940  0.19
16 H 0.73630 0.61195 -2.55738  0.19
17 H 0.80577 2.03931 -1.48869  0.16
18 H 0.10193 -2.69727 -0.13140  0.21
19 H -0.36104 -3.01650 1.53621  0.21
20 H -1.35119 -1.94009 0.54700  0.22



Formula: C4H13N3
Source: the OMol25 dataset
Level of theory: ωB97M-V/def2-TZVPD

## Properties
**HOMO**: -0.2944 Eh
**Orbital gap**: 8.827 eV
**E_tot**: -324.3842 Eh
**Relative energy (zero: lowest compared OMol25 entry of this formula, charge and spin)**: 57.0 kcal per mole

Each line ends with the natural charge from an NBO analysis.
CARTESIAN COORDINATES (ANGSTROEM)
1 C 0.86394 -0.09658 -0.22375  0.32
2 C -1.79925 -0.19438 0.26777  -0.05
3 C 0.95982 0.80727 0.99510  -0.65
4 C 1.81633 -1.28398 -0.13145  -0.64
5 N -0.63374 -0.77590 -0.40384  -0.69
6 N 0.89156 0.49811 -1.50589  -0.97
7 N -2.20194 1.03048 -0.40630  -0.84
8 H -0.60784 -1.77960 -0.23769  0.38
9 H -0.22572 -0.25256 -1.60262  0.45
10 H 0.53898 1.45240 -1.46378  0.33
11 H -1.51729 1.76696 -0.28848  0.35
12 H -3.08687 1.36484 -0.04557  0.36
13 H -2.62757 -0.90440 0.19744  0.19
14 H -1.57757 -0.05959 1.34037  0.15
15 H 1.96351 1.23262 1.01798  0.23
16 H 1.68966 -1.84362 0.79898  0.20
17 H 0.79232 0.26037 1.92521  0.21
18 H 0.25652 1.63853 0.94137  0.20
19 H 1.66714 -1.95298 -0.97986  0.22
20 H 2.83802 -0.90799 -0.19500  0.23



Formula: C4H13N3
Source: the OMol25 dataset
Level of theory: ωB97M-V/def2-TZVPD

## Properties
**HOMO**: -0.3350 Eh
**SMILES string**: NCC[C@@H](N)CN
**Orbital gap**: 10.197 eV
**E_tot**: -324.4323 Eh
**Relative energy (zero: lowest compared OMol25 entry of this formula, charge and spin)**: 26.7 kcal per mole

Each line ends with the natural charge from an NBO analysis.
CARTESIAN COORDINATES (ANGSTROEM)
1 N 0.98765 0.67764 2.23910  -0.84
2 C 1.85583 0.65973 1.00201  -0.22
3 C 1.23931 -0.26968 -0.05312  -0.42
4 C -0.23772 0.12395 -0.31874  -0.07
5 N -0.25968 0.95104 -1.55291  -0.85
6 C -0.97829 -1.21925 -0.73601  -0.23
7 N -2.45956 -1.01446 -0.61331  -0.83
8 H 1.55929 0.53465 3.05246  0.35
9 H 0.68006 1.62956 2.29999  0.35
10 H 2.01004 1.68948 0.64985  0.17
11 H 2.88334 0.45917 1.32855  0.19
12 H 1.21801 -1.26423 0.38291  0.21
13 H 1.85481 -0.15859 -0.94298  0.22
14 H -0.88202 0.47136 0.48371  0.21
15 H 0.27671 1.79138 -1.35032  0.35
16 H -1.22321 1.25348 -1.71494  0.36
17 H -0.60112 -1.95367 -0.03353  0.18
18 H -0.68114 -1.32759 -1.77679  0.19
19 H -2.80041 -1.92415 -0.29382  0.35
20 H -2.75399 -1.04964 -1.58656  0.35



Formula: C4H13N3
Source: the OMol25 dataset
Level of theory: ωB97M-V/def2-TZVPD

## Properties
**HOMO**: -0.6680 Eh
**Charge**: +2
**Orbital gap**: 8.806 eV
**E_tot**: -323.6574 Eh
**Relative energy (zero: lowest compared OMol25 entry of this formula, charge and spin)**: 147.8 kcal per mole

Each line ends with the natural charge from an NBO analysis.
CARTESIAN COORDINATES (ANGSTROEM)
1 C -3.32777 1.04791 0.19474  0.20
2 C -1.06555 0.24894 0.65226  -0.11
3 C 2.53510 0.67189 -0.58837  -0.79
4 C 1.74144 -0.00554 0.45100  -0.01
5 N -2.16488 0.66576 -0.13160  -0.43
6 N -0.36384 -1.73666 -0.40075  -0.68
7 N -0.13048 -0.41132 -0.17691  -0.31
8 H -3.74527 0.62660 1.12115  0.25
9 H -4.05159 1.52368 -0.50694  0.28
10 H -0.54633 1.10552 1.31736  0.28
11 H -1.22451 -0.59232 1.35841  0.28
12 H 3.18435 -0.03317 -1.18089  0.28
13 H 2.29962 1.37473 -1.34141  0.29
14 H 3.23237 1.30876 -0.06722  0.32
15 H 1.36659 0.59392 1.39662  0.22
16 H 2.08715 -0.96125 0.73412  0.23
17 H -1.68130 1.02990 -1.04353  0.44
18 H -0.06535 -2.39126 0.26859  0.40
19 H -0.36192 -2.13308 -1.32528  0.42
20 H 0.11763 0.08499 -1.06931  0.43



Formula: C4H13N3
Source: the OMol25 dataset
Level of theory: ωB97M-V/def2-TZVPD

## Properties
**HOMO**: -0.6759 Eh
**SMILES string**: N/C=[NH+]/CCC[NH3+]
**Charge**: +2
**Orbital gap**: 11.851 eV
**E_tot**: -323.8877 Eh
**Relative energy (zero: lowest compared OMol25 entry of this formula, charge and spin)**: 3.3 kcal per mole

Each line ends with the natural charge from an NBO analysis.
CARTESIAN COORDINATES (ANGSTROEM)
1 N 1.10353 1.71817 3.09876  -0.68
2 C 1.17064 0.81048 2.16376  0.41
3 N 0.38633 0.75649 1.11280  -0.52
4 C 0.49499 -0.32649 0.09884  -0.21
5 C -0.75593 -0.36040 -0.78605  -0.44
6 C -0.39338 -1.07397 -2.08024  -0.22
7 N -1.61125 -1.35032 -2.92892  -0.65
8 H 1.54435 1.61715 4.00394  0.46
9 H 0.33429 2.37975 3.10552  0.42
10 H 1.96986 0.08252 2.24931  0.24
11 H -0.24948 1.52390 0.95986  0.42
12 H 0.53182 -1.21931 0.65550  0.23
13 H 1.47841 -0.26890 -0.36699  0.23
14 H -1.02903 0.68017 -0.99246  0.23
15 H -1.57808 -0.77236 -0.21447  0.25
16 H 0.05539 -2.03696 -1.84629  0.24
17 H 0.35818 -0.56373 -2.67450  0.25
18 H -2.34154 -1.78470 -2.35729  0.45
19 H -1.43784 -1.97672 -3.67115  0.45
20 H -1.98000 -0.48168 -3.32454  0.45



Formula: C4H13N3O
Source: the OMol25 dataset
Level of theory: ωB97M-V/def2-TZVPD

## Properties
**HOMO**: -0.3325 Eh
**SMILES string**: [H]/N=C\NCCCN.O
**Orbital gap**: 9.801 eV
**E_tot**: -399.6484 Eh
**Relative energy (zero: lowest compared OMol25 entry of this formula, charge and spin)**: 62.0 kcal per mole

Each line ends with the natural charge from an NBO analysis.
CARTESIAN COORDINATES (ANGSTROEM)
1 H 1.73508 -0.67325 2.82826  0.35
2 N 1.60697 -1.58990 2.42677  -0.70
3 C 0.80239 -1.91315 1.52505  0.30
4 N -0.01868 -1.14037 0.71137  -0.68
5 C -0.93454 -0.08696 1.27666  -0.22
6 C -1.66061 0.51577 0.09179  -0.43
7 C -0.78661 0.76922 -1.24762  -0.20
8 N 0.18957 1.81070 -1.13102  -0.83
9 H 0.88132 -2.95156 1.10648  0.14
10 H -0.16227 -1.51949 -0.20298  0.39
11 H -0.36721 0.59089 1.90851  0.20
12 H -1.58279 -0.70110 1.96158  0.20
13 H -2.40435 -0.21449 -0.28126  0.20
14 H -2.03318 1.48961 0.39131  0.21
15 H -0.33475 -0.18077 -1.49499  0.16
16 H -1.49636 0.87150 -2.11251  0.20
17 H -0.23173 2.71348 -0.95199  0.36
18 H 0.85919 1.63176 -0.39098  0.35
19 O 2.28299 0.36867 -2.12486  -0.94
20 H 1.72171 0.24673 -1.36606  0.47
21 H 1.93384 -0.03728 -2.92352  0.47



Q: Which value of E_tot does entry 3 give?
A: -324.2789 Eh



Q: Which of these has the lowest relative energy (zero: lowest compared OMol25 entry of this formula, charge and spin)?
A: number 7